Formula: C51H35Br2Cl2N6O6PSn
Source: the OMol25 dataset
Level of theory: the ωB97M-V functional and the def2-TZVPD basis

Element x y z (Å)
Sn  -0.78  0.63  0.22
Cl  -2.40  2.98  -6.21
C  -2.64  2.44  -4.57
C  -2.38  1.11  -4.26
C  -2.47  0.65  -2.94
N  -1.96  -0.55  -2.53
C  -1.90  -1.64  -3.29
O  -2.63  -1.95  -4.25
C  -0.81  -2.62  -2.88
C  -0.80  -3.88  -3.49
C  0.26  -4.73  -3.25
C  1.30  -4.30  -2.44
C  1.19  -3.04  -1.86
N  0.16  -2.23  -2.07
C  -2.94  1.55  -1.95
C  -3.24  2.86  -2.29
C  -3.06  3.32  -3.59
Cl  -3.34  5.01  -3.94
N  -3.01  1.11  -0.62
C  -4.18  0.74  -0.15
O  -5.29  0.79  -0.70
C  -4.11  0.20  1.27
C  -5.24  0.27  2.07
C  -5.19  -0.21  3.36
C  -4.02  -0.80  3.80
C  -2.95  -0.85  2.93
N  -2.98  -0.36  1.70
H  -2.06  0.43  -5.04
H  -1.62  -4.14  -4.14
H  0.30  -5.72  -3.71
H  2.16  -4.92  -2.24
H  1.97  -2.67  -1.22
H  -3.58  3.54  -1.51
H  -6.14  0.72  1.66
H  -6.05  -0.13  4.02
H  -3.92  -1.20  4.80
H  -2.02  -1.31  3.24
O  3.65  0.85  0.35
C  2.89  0.38  1.21
O  1.66  0.64  1.37
C  3.53  -0.56  2.26
C  4.89  -0.37  2.52
C  5.53  -1.10  3.50
C  4.83  -2.02  4.25
C  3.48  -2.24  3.99
C  2.82  -1.54  2.98
P  1.06  -1.96  2.62
C  1.14  -3.79  2.39
C  -0.05  -4.31  1.85
C  -0.11  -5.58  1.32
C  1.03  -6.38  1.30
C  2.21  -5.89  1.83
C  2.27  -4.61  2.36
C  0.48  -1.77  4.35
C  0.38  -0.45  4.81
C  -0.14  -0.18  6.06
C  -0.54  -1.22  6.89
C  -0.44  -2.53  6.45
C  0.06  -2.81  5.18
H  5.42  0.37  1.93
H  6.59  -0.95  3.68
H  5.33  -2.59  5.03
H  2.94  -2.96  4.58
H  -0.92  -3.67  1.80
H  -1.04  -5.94  0.89
H  0.99  -7.36  0.85
H  3.09  -6.52  1.84
H  3.22  -4.23  2.72
H  0.68  0.36  4.15
H  -0.25  0.85  6.38
H  -0.94  -1.01  7.87
H  -0.75  -3.34  7.09
H  0.09  -3.83  4.83
C  0.15  4.57  0.10
O  0.36  3.43  -0.71
C  0.95  3.62  -1.90
C  1.25  4.87  -2.42
C  1.88  4.96  -3.66
Br  2.34  6.69  -4.32
C  2.18  3.86  -4.40
C  1.83  2.59  -3.91
C  1.25  2.46  -2.64
O  0.94  1.29  -2.09
C  2.01  1.42  -4.76
N  1.98  0.17  -4.37
C  2.16  -0.59  -5.50
C  2.23  -1.97  -5.67
C  2.42  -2.45  -6.95
C  2.56  -1.60  -8.05
C  2.51  -0.22  -7.90
C  2.30  0.26  -6.62
N  2.21  1.53  -6.11
H  -0.61  5.22  -0.34
H  1.09  5.13  0.22
H  -0.20  4.21  1.05
H  0.98  5.77  -1.90
H  2.68  3.96  -5.35
H  1.17  0.54  -2.68
H  2.12  -2.62  -4.82
H  2.47  -3.52  -7.11
H  2.71  -2.02  -9.03
H  2.61  0.44  -8.75
H  2.12  2.38  -6.64
Br  -1.44  2.29  2.11

Total energy in eV: -254937.1934
Spin multiplicity: 1
Charge: -2
Kohn-Sham gap in eV: 5.58
Energy above the lowest of the compared OMol25 structures with the same formula, charge and spin in eV: 2.160
Highest occupied orbital energy in eV: -1.973